Here is one molecule with the formula C3H6O2 from the Open Molecules 2025 dataset. Energies are from ωB97M-V/def2-TZVPD.

Positions of all 11 atoms, in Å:
H1 1.189 0.019 -1.331
H2 -1.661 -0.209 -1.207
O1 2.205 0.037 0.477
H3 -1.765 -1.105 0.312
H4 1.960 0.876 0.904
C1 -1.549 -0.120 -0.121
C2 1.088 -0.317 -0.283
H5 0.995 -1.409 -0.308
H6 -2.277 0.600 0.265
O2 -0.017 1.288 1.032
C3 -0.168 0.347 0.277

The charge is 0. The calculation puts the LUMO energy at 0.85 eV. The value obtained for the energy is -268.37772 Eh. For the highest occupied orbital energy, the calculation gives -10.19 eV.

Results of the Löwdin charge analysis, in e, for atoms 1 through 8:
1. H 0.13
2. H 0.09
3. O -0.05
4. H 0.09
5. H 0.08
6. C -0.01
7. C -0.21
8. H 0.13

=====

Here is one molecule with the formula C3H2N4O from the Open Molecules 2025 dataset. Energies are from ωB97M-V/def2-TZVPD.

Positions of all 10 atoms, in Å:
N1 0.235 -1.229 0.754
H1 -1.891 -1.345 1.024
C1 0.798 1.016 -0.054
C2 -0.985 -0.992 0.413
C3 1.123 -0.461 -0.049
N2 -1.577 -0.220 -0.653
N3 -1.168 0.886 -1.161
O1 2.186 -1.004 -0.328
N4 -0.237 1.636 -0.441
H2 1.515 1.713 0.494

The charge is 0. The calculation puts the LUMO energy at -1.45 eV. The value obtained for the energy is -409.64180 Eh. For the highest occupied orbital energy, the calculation gives -10.36 eV.

Results of the Löwdin charge analysis, in e, for atoms 1 through 8:
1. N 0.16
2. H 0.14
3. C -0.05
4. C -0.17
5. C -0.43
6. N 0.05
7. N 0.01
8. O 0.10

=====

Here is a 3-piece molecular cluster, C3H12NO2 overall from the Open Molecules 2025 dataset. Energies are from ωB97M-V/def2-TZVPD.

Positions of all 18 atoms, in Å:
H1 1.858 2.115 -1.460
C1 0.560 -1.027 -1.672
C2 1.542 1.210 -1.943
H2 0.775 0.529 -0.393
H3 0.697 -1.325 -2.718
H4 -1.430 -1.773 -1.631
O1 -1.022 0.042 4.237
O2 -0.240 0.649 1.326
H5 -0.476 -0.194 4.998
H6 -0.823 1.368 1.600
H7 1.383 1.119 -3.020
H8 -1.012 -0.998 -0.202
H9 -1.090 0.993 4.373
H10 0.951 -1.949 -1.217
H11 -1.441 -0.034 -1.701
N1 1.255 0.162 -1.255
C3 -0.897 -0.881 -1.274
H12 -0.590 -0.004 1.953

The charge is +1. The calculation puts the LUMO energy at -5.15 eV. The value obtained for the energy is -326.44253 Eh. For the highest occupied orbital energy, the calculation gives -14.71 eV.

Results of the Löwdin charge analysis, in e, for atoms 1 through 8:
1. H 0.13
2. C -0.21
3. C 0.21
4. H 0.14
5. H 0.13
6. H 0.10
7. O -0.05
8. O -0.06

=====

Here is C19H24Cl3IN5O2SSiTa as an isolated structure from the Open Molecules 2025 dataset. Energies are from ωB97M-V/def2-TZVPD.

Positions of all 57 atoms, in Å:
H1 -2.616 5.563 1.225
N1 2.568 -0.142 -2.438
H2 -1.198 -2.346 5.434
H3 2.411 0.853 -2.238
C1 4.616 0.151 -1.132
H4 -1.382 3.505 1.816
H5 5.623 -1.676 -2.978
C2 4.535 -1.663 -2.901
I1 -3.942 0.409 -1.369
C3 -1.036 -2.969 2.244
H6 4.160 -1.957 -3.883
H7 5.656 0.811 -3.538
N2 1.830 -0.405 -3.659
C4 -3.878 4.593 -0.208
C5 -2.871 4.629 0.743
H8 5.705 0.167 -1.145
H9 4.293 0.453 -4.577
N3 -3.706 -2.833 -1.761
C6 -1.864 0.697 2.030
C7 -1.465 -0.812 3.963
C8 -1.200 -1.673 1.744
C9 -0.920 -4.159 1.351
C10 -1.223 -2.112 4.375
H10 -4.993 3.369 -1.582
C11 -4.208 3.399 -0.839
H11 4.313 -0.549 -0.352
H12 -0.510 -4.991 1.917
Cl1 -0.591 1.819 -2.110
O1 -1.148 -1.459 0.409
Cl2 1.252 0.588 0.362
C12 4.569 0.750 -3.565
H13 2.016 0.342 -4.322
C13 4.120 -0.256 -2.513
N4 -1.845 1.041 0.785
H14 -2.319 1.384 2.742
H15 -1.694 -0.135 5.975
H16 -0.302 -3.962 0.477
Ta1 -1.010 -0.158 -0.934
H17 4.281 1.156 -0.864
H18 -3.669 0.522 5.175
Cl3 2.245 -2.579 -0.374
H19 2.187 -1.271 -4.054
C14 -3.512 2.257 -0.495
H20 -4.412 5.497 -0.468
C15 -2.729 -2.416 -2.211
N5 -1.031 -3.147 3.558
O2 -2.948 0.960 4.712
Si1 1.432 -0.921 -1.154
H21 -1.912 -4.443 0.992
C16 -2.506 2.281 0.464
H22 4.185 1.753 -3.364
S1 -1.314 -1.724 -2.837
C17 -1.726 0.286 4.969
C18 -2.179 3.476 1.083
H23 -0.939 1.041 4.916
C19 -1.448 -0.581 2.576
H24 4.251 -2.411 -2.169

The charge is +2. The calculation puts the LUMO energy at -7.20 eV. The value obtained for the energy is -3585.29666 Eh. For the highest occupied orbital energy, the calculation gives -14.65 eV.

Results of the Löwdin charge analysis, in e, for atoms 1 through 8:
1. H 0.12
2. N -0.21
3. H 0.13
4. H 0.11
5. C -0.03
6. H 0.13
7. H 0.12
8. C -0.03

=====

Here is one molecule with the formula C9H15N3 from the Open Molecules 2025 dataset. Energies are from ωB97M-V/def2-TZVPD.

Positions of all 27 atoms, in Å:
H1 -2.316 1.009 -1.897
H2 -1.515 0.866 1.869
C1 2.067 -0.178 0.274
H3 4.103 2.143 0.467
C2 2.347 -1.527 0.272
H4 -0.806 -0.757 1.581
C3 -1.628 -0.037 1.327
H5 -3.488 0.092 -1.012
H6 -0.192 -1.505 -0.960
C4 -1.222 -1.206 -0.966
H7 -3.031 1.711 -0.434
C5 -0.283 0.947 -0.421
H8 -1.546 -1.085 -2.096
H9 2.516 -2.005 1.287
H10 3.790 1.384 2.147
H11 2.363 -3.334 -0.578
C6 -1.434 0.123 -0.184
N1 1.721 2.177 0.128
H12 0.032 3.050 -0.511
N2 2.265 -2.334 -0.760
C7 3.700 1.262 1.060
H13 -2.485 -0.710 1.668
N3 2.329 1.043 0.594
C8 -2.678 0.814 -0.911
C9 0.423 2.048 -0.221
H14 -1.879 -1.965 -0.588
H15 4.234 0.317 0.787

The charge is 0. The calculation puts the LUMO energy (spin up / spin down) at -0.66 / -0.65 eV. The value obtained for the energy is -515.90836 Eh. For the highest occupied orbital energy (spin up / spin down), the calculation gives -7.51 / -7.51 eV.

Results of the Löwdin charge analysis, in e, for atoms 1 through 8:
1. H 0.07
2. H 0.07
3. C -0.01
4. H 0.11
5. C -0.30
6. H 0.08
7. C -0.05
8. H 0.09

=====

Here is C13H27N3O3Pd as an isolated structure from the Open Molecules 2025 dataset. Energies are from ωB97M-V/def2-TZVPD.

Positions of all 47 atoms, in Å:
N1 -3.583 -0.139 2.412
C1 -1.185 2.043 -1.138
C2 -2.997 1.008 1.758
C3 4.598 -1.243 -1.110
H1 0.709 2.962 0.297
H2 4.158 -1.660 2.143
H3 -3.397 0.142 -1.679
C4 1.263 2.400 -0.470
H4 -2.031 -1.595 -0.402
C5 3.114 0.678 -0.760
C6 4.747 0.006 0.940
H5 2.568 0.241 -1.611
H6 1.576 0.629 0.782
H7 -3.515 1.953 1.997
H8 5.832 -1.716 1.576
H9 4.311 -0.968 -2.132
H10 -3.940 -4.636 -1.405
C7 2.170 1.377 0.228
H11 -3.477 1.898 -0.196
O1 5.148 1.106 0.902
H12 -1.852 1.892 -2.005
H13 -1.976 1.068 2.145
H14 2.769 1.918 0.971
C8 0.271 1.820 -1.502
Pd1 -2.578 -1.650 1.937
H15 5.686 -1.111 -1.002
H16 -3.702 -1.766 0.624
H17 -3.802 -4.008 0.152
H18 0.411 2.297 -2.484
H19 -4.575 -0.117 2.654
C9 -3.137 -1.533 -0.371
H20 5.400 -0.574 2.884
C10 -3.610 -2.657 -1.348
C11 -3.599 -0.137 -0.634
C12 -2.926 1.018 0.177
H21 -1.345 3.071 -0.771
C13 5.046 -1.045 1.961
H22 1.914 3.134 -0.967
H23 -3.083 -0.383 3.268
N2 -4.036 -3.814 -0.813
N3 3.874 -0.409 -0.162
O2 -1.560 1.121 -0.088
H24 -4.688 -0.115 -0.475
H25 0.429 0.741 -1.659
H26 4.377 -2.309 -0.935
H27 3.811 1.424 -1.192
O3 -3.588 -2.365 -2.497

The charge is +2. The calculation puts the LUMO energy at -11.41 eV. The value obtained for the energy is -1028.60500 Eh. For the highest occupied orbital energy, the calculation gives -13.38 eV.

Results of the Löwdin charge analysis, in e, for atoms 1 through 8:
1. N -0.04
2. C -0.17
3. C -0.11
4. C -0.03
5. H 0.11
6. H 0.09
7. H 0.15
8. C -0.18

=====

Here is C13H23F5NOPPtTe as an isolated structure from the Open Molecules 2025 dataset. Energies are from ωB97M-V/def2-TZVPD.

Positions of all 46 atoms, in Å:
C1 -0.371 0.206 -1.292
C2 -0.603 -3.228 -0.073
P1 0.767 -2.396 -0.919
F1 3.228 1.401 2.584
C3 -0.742 -0.645 -2.348
H1 -0.757 0.979 4.295
H2 2.061 -1.155 1.166
O1 1.620 1.454 0.486
H3 0.529 1.000 3.073
C4 -0.490 0.639 3.284
H4 0.042 2.853 -0.122
Te1 3.379 2.057 0.782
H5 -0.118 2.659 2.038
H6 -3.335 0.282 2.299
C5 2.124 -3.550 -1.067
C6 -0.024 -1.964 -2.535
C7 -2.486 0.870 -3.028
H7 0.764 -1.932 -3.307
N1 -1.432 1.139 2.315
H8 2.329 -3.947 -0.062
C8 -0.955 2.424 0.051
H9 -0.713 -2.779 -2.815
C9 -1.774 -0.311 -3.228
H10 -1.682 3.218 -0.182
F2 2.629 3.743 1.293
C10 -2.162 1.671 -1.940
H11 1.861 -4.379 -1.732
H12 -2.714 2.596 -1.781
H13 -0.848 -4.168 -0.596
F3 3.554 2.621 -1.046
C11 -1.155 1.355 -1.008
H14 -2.563 0.368 0.713
H15 -3.292 1.164 -3.702
F4 5.183 2.661 1.169
H16 -2.025 -0.988 -4.044
H17 -1.500 -2.593 -0.075
H18 -2.007 -0.828 1.943
Pt1 1.391 -0.412 -0.288
H19 -0.304 -3.459 0.955
C12 -2.370 0.203 1.779
F5 4.073 0.321 0.247
H20 3.012 -3.021 -1.439
C13 -1.078 2.331 1.612
H21 -1.805 3.115 1.915
H22 -0.503 -0.463 3.290
H23 1.263 -1.114 1.341

The charge is +2. The calculation puts the LUMO energy (spin up / spin down) at -7.06 / -11.07 eV. The value obtained for the energy is -1866.30502 Eh. For the highest occupied orbital energy (spin up / spin down), the calculation gives -12.84 / -16.57 eV. Its multiplicity is 5.

Results of the Löwdin charge analysis, in e, for atoms 1 through 8:
1. C -0.18
2. C -0.21
3. P 0.62
4. F -0.38
5. C -0.24
6. H 0.14
7. H 0.05
8. O -0.77

=====

Here is C28H35Cl5IrN2O3SSb2 as an isolated structure from the Open Molecules 2025 dataset. Energies are from ωB97M-V/def2-TZVPD.

Positions of all 77 atoms, in Å:
C1 5.297 2.362 0.419
H1 0.769 -5.425 -2.633
Sb1 0.510 3.208 0.048
H2 0.059 -3.394 -3.528
C2 -0.901 4.127 -1.301
H3 3.179 -2.675 -0.979
H4 0.901 5.781 0.936
O1 -0.291 -0.782 1.978
H5 1.556 -4.638 0.216
C3 4.933 4.612 1.154
C4 1.463 -5.037 -1.894
C5 -1.385 -3.651 -1.927
Sb2 2.395 -0.125 -0.563
H6 -0.607 5.158 -1.472
Ir1 -0.314 -0.058 -0.193
C6 3.928 1.294 -1.326
H7 -6.306 -3.722 1.155
H8 5.873 1.448 0.454
C7 2.239 3.767 -1.290
Cl1 -6.186 3.110 -0.302
C8 -4.624 2.402 -0.279
C9 3.853 4.706 0.305
C10 -2.885 1.144 -1.338
H9 3.292 5.627 0.246
C11 -4.526 -3.371 4.009
H10 2.278 -5.751 -1.800
H11 2.176 3.112 -2.152
H12 -0.904 3.588 -2.241
C12 -5.494 -3.441 1.808
H13 1.261 4.654 2.254
C13 3.350 -0.445 1.329
C14 -3.354 -2.421 2.152
H14 -1.897 4.095 -0.875
C15 -3.419 -2.712 3.513
H15 -1.468 -4.719 -2.103
O2 0.504 -2.231 -0.686
H16 5.211 5.455 1.769
C16 -5.560 -3.739 3.159
C17 -0.817 -2.902 -3.113
H17 -2.361 -3.254 -1.657
H18 0.226 -5.707 -0.243
C18 -2.043 1.251 -0.233
C19 3.334 -1.783 -1.579
C20 3.464 3.635 -0.504
N1 -2.215 -1.771 1.621
C21 5.657 3.426 1.219
C22 0.803 -4.836 -0.546
Cl2 -4.365 3.447 2.200
C23 4.216 2.442 -0.459
H19 -4.323 -2.534 0.249
Cl3 -5.118 1.584 -2.809
H20 1.874 -4.100 -2.253
C24 -4.155 1.701 -1.393
C25 -3.809 2.548 0.845
H21 2.791 -1.190 1.884
H22 4.402 -1.598 -1.683
O3 -2.119 -1.648 0.327
H23 6.499 3.341 1.888
H24 -2.607 -2.427 4.160
C26 0.581 4.878 1.444
H25 4.806 0.658 -1.400
C27 -4.392 -2.779 1.297
Cl4 -2.236 0.303 -2.687
H26 -6.421 -4.255 3.553
H27 3.370 0.481 1.893
H28 -4.589 -3.600 5.060
H29 2.037 4.794 -1.587
H30 4.364 -0.794 1.154
H31 3.608 1.577 -2.325
H32 -1.568 -2.812 -3.892
N2 -1.319 -1.372 2.424
C28 -2.540 1.976 0.844
H33 -0.419 5.012 1.840
S1 -0.381 -3.424 -0.398
H34 2.900 -1.918 -2.565
Cl5 -1.511 2.233 2.199
H35 -0.535 -1.898 -2.802

The charge is +1. The calculation puts the LUMO energy (spin up / spin down) at -2.14 / -4.99 eV. The value obtained for the energy is -4706.65133 Eh. For the highest occupied orbital energy (spin up / spin down), the calculation gives -10.40 / -10.49 eV. Its multiplicity is 5.

Results of the Löwdin charge analysis, in e, for atoms 1 through 8:
1. C -0.05
2. H 0.07
3. Sb 1.37
4. H 0.07
5. C -0.27
6. H 0.00
7. H 0.01
8. O -0.24

=====

Here is C4H4OS as an isolated structure from the Open Molecules 2025 dataset. Energies are from ωB97M-V/def2-TZVPD.

Positions of all 10 atoms, in Å:
C1 -0.084 -0.136 0.156
C2 1.894 0.384 0.173
H1 0.644 2.025 -0.558
C3 -1.525 -0.530 -0.079
O1 0.725 -1.003 0.679
H2 -2.037 -0.094 -0.900
H3 -2.193 -0.216 0.740
S1 3.377 0.170 0.033
C4 0.717 0.982 -0.137
H4 -1.517 -1.583 -0.107

The charge is 0. The calculation puts the LUMO energy at 0.00 eV. The value obtained for the energy is -628.15043 Eh. For the highest occupied orbital energy, the calculation gives -8.70 eV.

Results of the Löwdin charge analysis, in e, for atoms 1 through 8:
1. C -0.38
2. C -0.76
3. H 0.13
4. C 0.01
5. O -0.03
6. H 0.07
7. H 0.10
8. S 0.87

=====

Here is one molecule with the formula C23H18ClN3O4 from the Open Molecules 2025 dataset. Energies are from ωB97M-V/def2-TZVPD.

Positions of all 49 atoms, in Å:
O1 4.989 -2.710 -0.287
H1 2.346 0.101 -1.107
C1 -2.834 0.474 -0.998
H2 -0.921 -0.074 -3.148
C2 -0.452 -4.016 1.115
H3 -4.845 -0.253 -1.111
H4 -1.639 3.117 0.879
H5 -1.823 3.551 -1.973
H6 -2.442 -0.431 -0.560
C3 -2.488 2.723 -1.782
H7 0.679 -0.829 -3.047
C4 1.507 -2.621 1.043
H8 -0.944 -4.946 0.874
C5 -0.580 3.314 0.728
C6 0.060 2.227 -0.050
C7 0.859 -3.825 0.737
H9 1.399 -4.589 0.203
N1 2.701 -0.187 1.524
H10 -4.229 3.738 -2.503
C8 -0.531 -1.837 2.115
C9 3.293 1.130 1.551
C10 1.361 1.753 0.039
C11 0.241 0.483 -1.447
C12 -4.673 1.751 -1.842
C13 1.461 0.657 -0.867
H11 -0.468 4.271 0.219
O2 0.908 0.561 2.682
C14 -1.982 1.546 -1.242
H12 4.192 1.112 0.932
H13 -0.626 -1.391 -2.008
C15 -4.179 0.574 -1.299
H14 3.560 1.410 2.574
N2 3.372 -1.126 0.893
H15 5.026 -1.804 0.072
O3 2.362 3.327 1.483
C16 0.798 -1.625 1.744
H16 -2.179 -3.191 2.087
C17 -3.833 2.828 -2.082
H17 -0.079 3.398 1.690
O4 3.491 -4.340 -0.415
N3 -0.612 1.438 -0.933
C18 2.857 -2.299 0.665
H18 -1.042 -1.047 2.645
Cl1 -6.353 1.878 -2.219
C19 3.782 -3.231 -0.059
C20 2.317 2.208 1.029
C21 1.422 -0.341 2.052
C22 -0.186 -0.507 -2.472
C23 -1.152 -3.024 1.801

The charge is 0. The calculation puts the LUMO energy at -0.52 eV. The value obtained for the energy is -1812.73376 Eh. For the highest occupied orbital energy, the calculation gives -8.30 eV.

Results of the Löwdin charge analysis, in e, for atoms 1 through 8:
1. O 0.12
2. H 0.11
3. C 0.00
4. H 0.08
5. C -0.05
6. H 0.11
7. H 0.08
8. H 0.13

=====

Here is one molecule with the formula H3NOP2 from the Open Molecules 2025 dataset. Energies are from ωB97M-V/def2-TZVPD.

Positions of all 7 atoms, in Å:
P1 -0.307 -0.785 0.055
H1 -0.560 -1.539 1.123
H2 0.782 1.193 -0.641
N1 -1.317 0.704 -0.128
H3 2.269 -0.591 -0.768
P2 1.596 0.317 0.171
O1 -2.464 0.701 0.188

The charge is 0. The calculation puts the LUMO energy at -0.45 eV. The value obtained for the energy is -814.35857 Eh. For the highest occupied orbital energy, the calculation gives -8.62 eV.

Calculated atomic charges, method Löwdin, unit e:
1. P 0.55
2. H -0.17
3. H -0.16
4. N -0.40
5. H -0.15
6. P 0.45
7. O -0.11

=====

Here is an isolated ion of composition C10H6NO2S and charge -1 from the Open Molecules 2025 dataset. Energies are from ωB97M-V/def2-TZVPD.

Positions of all 20 atoms, in Å:
H1 -2.582 2.357 0.199
O1 4.348 -1.060 0.892
C1 -1.399 -0.971 -0.401
C2 -0.048 3.093 0.248
C3 2.205 -1.327 0.059
C4 -0.127 -0.810 -0.007
C5 0.438 0.472 0.128
H2 -3.429 -0.030 -0.632
H3 -1.926 -1.823 -0.710
H4 -2.072 0.290 -1.653
S1 2.183 0.504 0.090
C6 0.983 -1.824 0.076
C7 3.657 -1.846 0.294
C8 -1.957 1.404 0.237
H5 -2.167 1.124 1.267
O2 3.917 -2.965 -0.204
C9 -2.329 0.188 -0.548
H6 0.654 -2.803 0.335
C10 -0.475 1.794 0.136
N1 0.124 4.234 0.195

The charge is -1. The calculation puts the LUMO energy (spin up / spin down) at 2.08 / 2.08 eV. The value obtained for the energy is -988.06243 Eh. For the highest occupied orbital energy (spin up / spin down), the calculation gives -4.54 / -4.54 eV.

Results of the Löwdin charge analysis, in e, for atoms 1 through 8:
1. H 0.13
2. O -0.05
3. C -0.03
4. C -0.30
5. C -0.33
6. C -0.27
7. C -0.37
8. H 0.13

=====

no.,strongest force on any atom (eV/A)
1,0.42
2,3.62
3,3.22
4,0.57
5,5.39
6,3.82
7,2.98
8,2.03
9,2.96
10,1.11
11,2.83
12,7.80